Computed, not measured: Ba4N18O54 as an isolated structure in a non-equilibrium geometry, with ωB97M-V/def2-TZVPD.

Properties
- Orbital gap: 0.1681 hartree
- E_HOMO: 10.1 eV
- Total charge: -10
- LUMO level: 14.62 eV

Element x y z (Å)
1 Ba -18.630 6.665 11.565
2 Ba -14.989 3.800 9.911
3 Ba -12.655 5.089 13.582
4 Ba -17.405 4.464 16.024
5 N -19.480 8.296 14.750
6 O -20.133 8.916 13.862
7 O -19.435 8.581 15.971
8 O -18.672 7.399 14.427
9 N -20.642 4.461 17.923
10 O -21.824 4.649 18.639
11 O -19.905 5.462 17.456
12 O -20.076 3.241 17.677
13 N -11.751 3.468 9.892
14 O -10.525 3.394 10.042
15 O -12.510 3.773 10.901
16 O -12.318 3.227 8.826
17 N -14.034 1.814 13.108
18 O -14.892 2.435 12.341
19 O -14.216 0.701 13.637
20 O -13.053 2.506 13.490
21 N -19.080 3.668 9.099
22 O -17.939 3.251 9.114
23 O -19.942 3.015 8.471
24 O -19.269 4.776 9.698
25 N -17.450 10.178 11.289
26 O -17.561 9.084 10.652
27 O -16.799 11.188 10.758
28 O -17.978 10.494 12.423
29 N -16.226 6.930 19.330
30 O -16.110 6.302 18.248
31 O -15.490 7.991 19.574
32 O -17.134 6.748 20.148
33 N -11.363 8.363 11.152
34 O -11.882 9.513 11.218
35 O -10.359 8.159 10.377
36 O -11.825 7.405 11.805
37 N -7.933 4.917 12.600
38 O -8.828 4.678 13.455
39 O -7.712 6.129 12.267
40 O -7.200 3.905 12.096
41 N -19.294 1.871 13.516
42 O -18.884 0.746 13.185
43 O -18.522 2.800 13.969
44 O -20.538 1.920 13.565
45 N -16.573 0.894 18.944
46 O -15.653 1.381 19.699
47 O -17.050 -0.328 19.014
48 O -16.967 1.536 18.039
49 N -14.593 -0.592 8.929
50 O -14.452 -1.635 9.625
51 O -14.947 0.560 9.303
52 O -14.494 -0.794 7.691
53 N -22.059 5.531 13.381
54 O -21.552 5.898 12.283
55 O -23.324 5.422 13.565
56 O -21.287 5.373 14.308
57 N -14.144 8.147 14.945
58 O -13.446 7.225 14.484
59 O -15.325 7.793 15.129
60 O -13.471 9.219 15.161
61 N -18.003 6.745 7.276
62 O -17.871 5.745 6.542
63 O -17.874 7.888 6.787
64 O -17.977 6.610 8.539
65 N -15.855 5.256 12.592
66 O -14.717 5.098 12.198
67 O -16.008 5.424 13.777
68 O -16.875 5.002 11.869
69 N -13.247 4.322 17.137
70 O -13.687 4.242 18.352
71 O -12.103 3.842 16.832
72 O -13.999 4.858 16.279
73 N -13.310 5.573 7.273
74 O -13.407 5.637 8.483
75 O -12.830 6.597 6.721
76 O -13.802 4.580 6.637



Computed, not measured: C43H32Cl3N5OPtS as an isolated structure, with ωB97M-V/def2-TZVPD.

Properties
- Orbital gap (alpha / beta): 0.2525 / 0.2525 hartree
- E_HOMO (alpha / beta): -7.4 / -7.4 eV
- LUMO level (alpha / beta): -0.52 / -0.52 eV

Element x y z (Å)
1 Pt -1.571 0.970 -0.878
2 C -0.495 -1.931 3.975
3 C -1.052 -2.183 2.730
4 C -1.048 -1.197 1.752
5 C -0.480 0.041 2.020
6 C 0.103 0.293 3.260
7 C 0.086 -0.694 4.233
8 N -0.569 1.048 0.999
9 N 0.108 2.079 1.238
10 C 0.070 3.008 0.220
11 C 0.786 4.196 0.426
12 C 0.783 5.153 -0.560
13 C 0.058 4.903 -1.732
14 C -0.635 3.725 -1.930
15 C -0.652 2.707 -0.959
16 H -0.504 -2.695 4.742
17 H -1.506 -3.143 2.520
18 H -1.508 -1.366 0.789
19 H 0.538 1.262 3.458
20 H 0.530 -0.498 5.200
21 H 1.326 4.327 1.356
22 H 1.322 6.083 -0.437
23 H 0.039 5.660 -2.508
24 H -1.189 3.597 -2.851
25 C -1.991 1.072 -5.163
26 C -3.233 0.483 -5.366
27 C -3.970 0.076 -4.271
28 C -3.484 0.269 -2.975
29 C -2.253 0.914 -2.746
30 C -1.515 1.276 -3.879
31 C -4.217 -0.208 -1.792
32 C -5.447 -0.920 -1.888
33 C -6.084 -1.329 -0.763
34 C -5.559 -0.982 0.504
35 C -6.211 -1.293 1.718
36 C -5.703 -0.856 2.909
37 C -4.532 -0.072 2.927
38 C -3.871 0.223 1.767
39 C -4.351 -0.257 0.530
40 N -3.666 0.046 -0.618
41 H -1.390 1.374 -6.014
42 H -3.616 0.334 -6.368
43 H -4.927 -0.400 -4.439
44 H -0.543 1.736 -3.747
45 H -5.857 -1.150 -2.858
46 H -7.007 -1.894 -0.820
47 H -7.131 -1.864 1.683
48 H -6.210 -1.088 3.837
49 H -4.156 0.308 3.869
50 H -2.995 0.854 1.757
51 Cl 3.762 -2.381 4.648
52 C 3.808 -2.157 2.926
53 C 2.638 -2.192 2.197
54 C 2.691 -1.966 0.830
55 C 3.889 -1.728 0.163
56 C 4.024 -1.399 -1.309
57 C 2.986 -1.882 -2.348
58 N 1.567 -1.916 -2.035
59 C 0.815 -3.023 -1.712
60 C -0.414 -2.549 -1.354
61 N -0.427 -1.179 -1.460
62 C 0.764 -0.843 -1.886
63 O 4.359 -0.029 -1.501
64 C 3.646 0.980 -0.779
65 C 4.223 1.280 0.576
66 C 5.469 1.791 0.776
67 Cl 6.614 2.184 -0.440
68 S 5.849 2.013 2.431
69 C 4.298 1.447 2.896
70 C 3.549 1.095 1.821
71 C 5.052 -1.728 0.945
72 Cl 6.610 -1.443 0.229
73 C 5.027 -1.927 2.312
74 H 1.689 -2.365 2.684
75 H 1.748 -1.944 0.306
76 H 4.926 -1.910 -1.651
77 H 3.253 -2.889 -2.666
78 H 3.125 -1.227 -3.208
79 H 1.231 -4.016 -1.746
80 H -1.282 -3.105 -1.036
81 H 1.067 0.167 -2.111
82 H 2.586 0.750 -0.665
83 H 3.731 1.863 -1.412
84 H 4.028 1.399 3.940
85 H 2.535 0.726 1.897
86 H 5.943 -1.895 2.885